DFT (ωB97M-V/def2-TZVPD) results for a 5-piece molecular cluster, C4H17N2O6 overall.

The geometry in XYZ format:
```
29
Properties=species:S:1:pos:R:3:forces:R:3:lowdin_charge:R:1
O 1.47555 -0.10723 -3.23144 0.4 2.6 -1.0 -0.10
O -2.90298 -0.73223 -1.13867 0.3 -1.8 0.4 0.07
O 1.79679 -1.80471 0.83676 0.8 -0.4 -0.9 0.10
O 3.08410 0.72990 -1.12546 1.4 2.9 0.9 -0.10
O 0.60070 2.24592 1.50879 -0.9 -1.2 -4.8 0.00
O -3.01545 2.30822 0.07971 0.0 2.1 0.3 -0.09
N -0.41281 0.08591 -0.81946 2.1 -3.7 0.0 0.27
N 0.83984 -0.53825 2.45435 6.7 2.5 -2.8 0.15
C -0.61130 -1.78239 1.06083 2.0 -3.2 0.6 -0.07
C 0.84254 -1.47412 1.46866 -1.9 2.3 0.9 -0.60
C -2.21469 -1.67197 -0.78025 -0.2 1.0 -0.6 -0.18
C -0.75380 -1.40571 -0.41716 -0.3 -1.0 -1.9 -0.20
H -1.21980 0.36518 -1.30651 -1.6 0.9 -1.1 0.10
H -0.47658 -2.92692 1.34153 -1.2 1.7 -1.6 0.19
H -3.06045 3.30527 0.19533 0.3 -1.7 -0.2 0.08
H -2.49748 -2.78334 -0.70830 -0.1 1.4 -0.1 0.17
H 0.80962 2.41798 2.35331 1.4 0.9 4.9 -0.02
H 1.85935 0.77988 -3.62050 -1.2 -2.6 1.1 0.13
H 2.17108 -0.36694 -2.62633 0.6 0.0 0.1 0.00
H -3.95090 2.10724 -0.02441 -0.1 -0.4 -0.1 0.04
H -0.19606 -2.01494 -1.20157 -0.2 0.4 1.6 0.18
H 0.28282 -0.58900 3.22014 -1.9 0.1 2.5 0.06
H 3.73597 0.15822 -0.71147 0.0 -0.5 0.1 0.04
H 3.50209 1.65688 -0.90558 -1.4 -2.5 -0.8 0.13
H -0.20065 2.73578 1.36954 -0.6 0.5 -0.3 0.04
H 0.47874 0.09092 -1.47167 -1.6 0.5 1.3 0.16
H -1.41905 -1.43640 1.71732 0.4 0.4 -0.3 0.13
H -0.38714 0.56233 0.04980 0.8 1.4 0.9 0.10
H 1.83998 0.08452 2.43272 -3.8 -2.6 0.8 0.22
```
Forces are in eV/Å.

Summary:
Total charge = +1
F_max = 7.72 eV/Å
Frontier orbital gap = 0.400 hartree
Relative energy (zero: lowest compared OMol25 entry of this formula, charge and spin) = 183.3 kJ/mol
Calculated total energy = -723.2738 hartree